One molecule with the formula C4H6O2, computed with ωB97M-V/def2-TZVPD.

```
! RIJCOSX wB97M-V def2-TZVPD def2/J DEFGRID3
* xyz 0 1
O -1.187 -0.337 -1.646
C -0.439 -0.688 -0.511
C -0.707 0.079 0.817
C 0.763 0.570 0.871
C 0.988 -0.118 -0.472
O 1.859 -0.078 -1.300
H -0.486 -1.777 -0.379
H -0.993 -0.576 1.643
H -1.449 0.871 0.705
H 0.903 1.653 0.796
H 1.376 0.194 1.695
H -0.628 0.206 -2.218
*
```

Results
HOMO (eV): -9.82
DFT total energy (eV): -8339.046
SMILES: O=C1CC[C@H]1O
Relative energy (zero: lowest compared OMol25 entry of this formula, charge and spin) (eV): 1.415
Gap between HOMO and LUMO (eV): 10.5

=====

C16H29AsClCoNO3Si2 as an isolated structure, computed with ωB97M-V/def2-TZVPD.

```
! RIJCOSX wB97M-V def2-TZVPD def2/J DEFGRID3
* xyz 0 4
Co -0.424 -1.271 -0.741
Cl -2.565 -7.323 2.602
C -2.004 -6.050 1.551
C -1.285 -6.381 0.386
C -0.838 -5.408 -0.461
C -1.084 -4.031 -0.208
O -0.659 -3.154 -1.050
C -1.799 -3.716 0.985
C -2.059 -2.371 1.400
O -1.781 -1.330 0.794
C -2.248 -4.746 1.845
H -1.087 -7.423 0.168
H -0.288 -5.658 -1.359
H -2.559 -2.260 2.375
H -2.803 -4.485 2.739
C -0.297 3.609 -3.487
Si 0.726 2.225 -2.762
C 2.261 2.973 -1.995
C 1.268 1.071 -4.127
As -0.527 0.978 -1.282
Si -1.516 2.535 0.116
C -0.337 3.949 0.466
C -2.001 1.823 1.779
C -3.058 3.245 -0.667
H 0.259 4.115 -4.283
H -0.552 4.354 -2.729
H -1.230 3.224 -3.906
H 2.830 3.527 -2.750
H 2.905 2.190 -1.587
H 2.009 3.661 -1.185
H 1.836 1.609 -4.892
H 0.405 0.601 -4.605
H 1.903 0.276 -3.726
H 0.600 3.587 0.897
H -0.798 4.643 1.176
H -0.093 4.509 -0.440
H -1.129 1.622 2.410
H -2.556 0.892 1.662
H -2.633 2.548 2.301
H -2.823 3.718 -1.624
H -3.534 3.988 -0.019
H -3.775 2.443 -0.863
C 3.641 -1.743 1.805
N 2.672 -0.669 2.001
C 2.813 0.313 3.076
C 1.612 -0.621 1.205
O 1.423 -1.440 0.295
H 4.464 -1.607 2.501
H 4.022 -1.725 0.785
H 3.180 -2.716 1.973
H 3.768 0.156 3.568
H 2.024 0.209 3.820
H 2.796 1.328 2.681
H 0.920 0.209 1.388
*
```

Results
HOMO (alpha / beta) (eV): -6.76 / -6.88
DFT total energy (eV): -151441.060
Gap between HOMO and LUMO (alpha / beta) (eV): 6.6 / 6.7

=====

One molecule with the formula C5H8O in a non-equilibrium geometry, computed with ωB97M-V/def2-TZVPD.

```
! RIJCOSX wB97M-V def2-TZVPD def2/J DEFGRID3
* xyz 0 1
C -2.537 0.010 0.440
O -1.870 -1.104 -0.095
C -0.634 -0.747 -0.634
C 0.376 -0.202 0.288
C 1.467 0.261 0.515
C 2.852 0.579 0.190
H -2.737 0.768 -0.334
H -3.482 -0.355 0.843
H -1.948 0.480 1.242
H -0.206 -1.649 -1.084
H -0.754 -0.001 -1.441
H 3.288 1.526 0.507
H 3.529 -0.248 0.446
H 2.656 0.683 -0.883
*
```

Results
HOMO (eV): -9.57
DFT total energy (eV): -7359.104
SMILES: CC#CCOC
Relative energy (zero: lowest compared OMol25 entry of this formula, charge and spin) (eV): 3.152
Gap between HOMO and LUMO (eV): 10.5

=====

C17H53FeN4O8 as an isolated structure in a non-equilibrium geometry, computed with ωB97M-V/def2-TZVPD.

```
! RIJCOSX wB97M-V def2-TZVPD def2/J DEFGRID3
* xyz 2 6
Fe 0.117 4.436 0.284
C -0.187 1.330 -0.541
O -0.249 2.663 -0.259
H -1.177 0.879 -0.425
H 0.135 1.116 -1.580
H 0.539 0.830 0.121
O -1.863 4.773 0.737
H -2.527 4.300 1.273
H -2.229 5.662 0.600
O 2.094 4.330 -0.323
H 2.813 3.762 0.001
H 2.521 4.980 -0.912
O -0.357 5.110 -1.620
H -0.488 4.692 -2.488
H -0.738 5.999 -1.700
C -0.031 -4.347 5.014
C 0.846 -3.976 3.849
C 0.762 -2.480 3.557
O 1.651 -2.117 2.505
C 1.462 -0.802 2.118
N 2.236 -4.418 4.134
H 0.075 -5.411 5.223
H -1.084 -4.097 4.907
H 0.403 -3.880 5.909
H 0.559 -4.532 2.949
H 1.104 -1.995 4.489
H -0.260 -2.163 3.315
H 2.171 -0.633 1.307
H 1.706 -0.082 2.920
H 0.403 -0.615 1.874
H 2.800 -4.138 3.334
H 2.611 -3.887 4.919
C 1.327 3.286 -3.813
C 2.649 2.553 -3.738
C 2.936 1.695 -4.976
O 1.948 0.759 -5.347
C 1.874 -0.402 -4.549
N 3.719 3.549 -3.529
H 1.173 3.728 -2.827
H 0.477 2.648 -4.090
H 1.276 4.054 -4.593
H 2.594 1.969 -2.810
H 3.906 1.200 -4.837
H 2.981 2.408 -5.804
H 2.844 -0.912 -4.454
H 1.183 -1.085 -5.026
H 1.571 -0.154 -3.523
H 4.612 3.076 -3.669
H 3.679 4.203 -4.312
C 0.066 -2.888 -2.501
C -1.289 -3.253 -3.105
C -1.474 -2.623 -4.469
O -1.276 -1.209 -4.516
C -2.386 -0.508 -4.032
N -1.328 -4.717 -3.173
H 0.182 -3.357 -1.525
H 0.144 -1.812 -2.338
H 0.877 -3.248 -3.140
H -2.016 -2.850 -2.392
H -2.484 -2.841 -4.842
H -0.782 -3.087 -5.175
H -2.041 0.523 -3.895
H -2.765 -0.858 -3.062
H -3.227 -0.501 -4.733
H -2.123 -5.012 -3.745
H -0.542 -4.967 -3.779
C -2.769 0.588 2.450
C -2.719 0.841 3.949
C -1.786 -0.139 4.619
O -1.774 0.145 5.972
C -1.132 -0.859 6.742
N -2.417 2.240 4.242
H -3.514 1.230 1.975
H -2.975 -0.460 2.232
H -1.821 0.840 1.941
H -3.724 0.586 4.304
H -0.750 -0.037 4.251
H -2.139 -1.155 4.395
H -0.128 -1.055 6.341
H -1.708 -1.788 6.738
H -1.011 -0.496 7.758
H -2.125 2.314 5.215
H -1.611 2.550 3.704
*
```

Results
HOMO (alpha / beta) (eV): -12.70 / -12.70
DFT total energy (eV): -75195.860
Relative energy (zero: lowest compared OMol25 entry of this formula, charge and spin) (eV): 0.000
Gap between HOMO and LUMO (alpha / beta) (eV): 4.5 / 2.2

=====

One molecule with the formula C6H16N2 in a non-equilibrium geometry, computed with ωB97M-V/def2-TZVPD.

```
! RIJCOSX wB97M-V def2-TZVPD def2/J DEFGRID3
* xyz 0 1
C -2.137 0.891 1.662
C -1.427 2.134 2.242
C -1.219 -0.149 1.068
N -0.899 0.006 -0.343
C -0.297 -1.220 -0.903
C 0.708 -0.865 -1.974
N 1.817 -0.049 -1.541
C 3.010 -0.779 -1.139
H -2.878 1.226 0.946
H -2.790 0.448 2.449
H -0.444 1.860 2.631
H -1.176 2.746 1.364
H -2.053 2.691 2.919
H -1.660 -1.161 1.170
H -0.351 -0.491 1.700
H -0.232 0.773 -0.395
H -1.218 -1.773 -1.136
H 0.177 -1.880 -0.132
H 0.124 -0.371 -2.776
H 1.093 -1.802 -2.430
H 1.961 0.697 -2.198
H 3.438 -1.300 -2.023
H 2.759 -1.582 -0.453
H 3.692 -0.050 -0.707
*
```

Results
HOMO (eV): -8.50
DFT total energy (eV): -9460.524
SMILES: CCCNCCNC
Relative energy (zero: lowest compared OMol25 entry of this formula, charge and spin) (eV): 1.551
Gap between HOMO and LUMO (eV): 9.6

=====

C37H56O3PPtSSi4 as an isolated structure in a non-equilibrium geometry, computed with ωB97M-V/def2-TZVPD.

```
! RIJCOSX wB97M-V def2-TZVPD def2/J DEFGRID3
* xyz 1 1
Pt 0.707 1.176 0.762
C 1.276 3.345 1.453
C 2.071 3.334 0.226
C 3.026 2.375 0.349
C 2.872 1.734 1.679
C 1.788 2.339 2.338
C 1.463 2.257 3.801
C 3.849 0.785 2.296
C 4.114 2.088 -0.640
C 1.927 4.234 -0.963
C 0.410 4.481 1.874
H 0.447 2.602 3.997
H 2.141 2.886 4.386
H 1.549 1.238 4.180
H 4.817 1.286 2.405
H 4.018 -0.099 1.686
H 3.525 0.472 3.287
H 4.834 1.370 -0.250
H 4.653 3.006 -0.885
H 3.709 1.694 -1.577
H 2.750 4.953 -1.012
H 0.994 4.797 -0.936
H 1.940 3.655 -1.888
H 1.037 5.264 2.313
H -0.311 4.187 2.627
H -0.128 4.922 1.036
O 0.603 1.350 -2.173
S -0.116 0.198 -2.605
O 0.170 -0.283 -3.929
O 0.032 -1.008 -1.583
C -1.824 0.561 -2.481
C -2.585 0.397 -3.636
C -3.934 0.704 -3.616
C -4.507 1.148 -2.436
C -3.734 1.298 -1.294
C -2.364 1.035 -1.282
P -1.509 1.230 0.410
C -2.208 2.828 0.919
C -2.427 3.059 2.277
C -2.989 4.252 2.707
C -3.299 5.243 1.786
C -3.026 5.045 0.439
C -2.484 3.842 0.006
C -2.621 -0.021 1.171
C -2.367 -1.349 0.838
C -3.227 -2.357 1.243
C -4.361 -2.052 1.983
C -4.632 -0.732 2.305
C -3.772 0.280 1.895
H -2.100 0.039 -4.533
H -4.530 0.596 -4.512
H -5.562 1.385 -2.399
H -4.215 1.634 -0.385
H -2.162 2.298 3.003
H -3.176 4.410 3.761
H -3.743 6.173 2.117
H -3.247 5.823 -0.280
H -2.278 3.700 -1.048
H -1.488 -1.581 0.245
H -3.016 -3.391 0.995
H -5.035 -2.840 2.296
H -5.518 -0.481 2.873
H -4.015 1.303 2.144
C 4.730 -1.594 -0.499
Si 3.122 -1.894 -1.407
C 3.293 -1.197 -3.132
C 2.859 -3.750 -1.491
Si 1.368 -0.905 -0.165
Si 0.836 -2.336 1.742
C 0.137 -4.035 1.344
C 2.611 -2.564 2.299
C -0.104 -1.485 3.109
Si -0.697 -3.444 -2.526
C 0.038 -3.219 -4.171
C -0.476 -5.146 -1.900
C -2.423 -2.895 -2.319
H 5.560 -2.013 -1.077
H 4.754 -2.061 0.486
H 4.920 -0.527 -0.374
H 4.127 -0.494 -3.172
H 2.402 -0.671 -3.469
H 3.487 -1.996 -3.855
H 3.827 -4.242 -1.624
H 2.232 -4.040 -2.340
H 2.407 -4.146 -0.583
H 0.836 -4.592 0.722
H -0.822 -3.969 0.826
H -0.029 -4.622 2.254
H 3.212 -3.025 1.513
H 2.679 -3.209 3.183
H 3.059 -1.606 2.561
H -1.137 -1.813 3.183
H -0.096 -0.407 2.947
H 0.385 -1.698 4.066
H 0.958 -3.794 -4.288
H 0.242 -2.181 -4.421
H -0.720 -3.612 -4.861
H 0.428 -5.609 -2.296
H -1.360 -5.662 -2.297
H -0.470 -5.259 -0.820
H -2.556 -1.820 -2.234
H -2.894 -3.357 -1.451
H -2.935 -3.231 -3.229
*
```

Results
HOMO (eV): -9.24
DFT total energy (eV): -100298.973
Relative energy (zero: lowest compared OMol25 entry of this formula, charge and spin) (eV): 2.160
Gap between HOMO and LUMO (eV): 5.3

=====

One molecule with the formula C15H30N2O4, computed with ωB97M-V/def2-TZVPD.

```
! RIJCOSX wB97M-V def2-TZVPD def2/J DEFGRID3
* xyz 0 1
C -4.562 -2.709 1.030
C -3.288 -2.639 0.196
C -2.527 -1.327 0.377
C -3.295 -0.109 -0.133
O -2.384 0.962 -0.231
C -2.967 2.188 -0.618
C -1.870 3.220 -0.870
H -2.329 4.120 -1.280
H -1.171 2.818 -1.605
C -1.084 3.582 0.397
N -0.364 2.449 0.932
C 0.860 2.133 0.401
O 1.565 2.925 -0.191
N 1.274 0.857 0.711
H 0.559 0.199 0.979
C 2.414 0.301 0.023
C 2.016 -0.397 -1.273
O 2.784 -0.784 -2.114
O 0.687 -0.526 -1.369
C 0.180 -1.108 -2.561
H 0.800 -0.822 -3.412
H -0.835 -0.735 -2.680
H 0.176 -2.197 -2.472
H 3.040 1.157 -0.257
C 3.214 -0.646 0.943
C 2.508 -1.995 1.082
H 2.532 -2.534 0.137
H 3.007 -2.604 1.832
H 1.471 -1.868 1.385
C 4.648 -0.839 0.437
C 5.531 0.383 0.658
H 5.570 0.640 1.715
H 6.542 0.178 0.317
H 5.159 1.245 0.111
H 5.087 -1.689 0.966
H 4.619 -1.086 -0.625
H 3.248 -0.164 1.926
H -0.964 1.663 1.145
H -1.761 3.958 1.169
H -0.344 4.348 0.159
H -3.653 2.541 0.170
H -3.557 2.044 -1.537
H -3.732 -0.320 -1.122
H -4.115 0.158 0.550
H -2.292 -1.181 1.434
H -1.586 -1.370 -0.173
H -3.536 -2.770 -0.859
H -2.629 -3.460 0.485
H -5.025 -3.688 0.927
H -5.281 -1.960 0.707
H -4.340 -2.545 2.081
*
```

Results
HOMO (eV): -9.02
DFT total energy (eV): -27213.163
SMILES: CCCCOCCCNC(=O)N[C@H](C(=O)OC)[C@@H](C)CC
Relative energy (zero: lowest compared OMol25 entry of this formula, charge and spin) (eV): 0.347
Gap between HOMO and LUMO (eV): 9.7

=====

C22H21N7S2Ta as an isolated structure, computed with ωB97M-V/def2-TZVPD.

```
! RIJCOSX wB97M-V def2-TZVPD def2/J DEFGRID3
* xyz 3 1
Ta 0.283 0.992 -0.365
C -2.913 -2.726 1.614
C -3.132 -1.380 1.884
C -2.623 -0.410 1.032
C -1.875 -0.800 -0.075
C -1.647 -2.151 -0.352
C -2.177 -3.112 0.496
N -1.371 0.193 -0.996
C -2.021 0.444 -2.217
C -3.204 -0.126 -2.645
C -3.691 0.254 -3.890
C -3.024 1.182 -4.702
C -1.846 1.756 -4.281
C -1.355 1.376 -3.027
N -0.200 1.844 -2.423
N 0.534 2.679 -2.999
C 1.639 3.030 -2.221
C 2.542 3.957 -2.686
C 3.618 4.291 -1.868
C 3.745 3.687 -0.622
C 2.803 2.762 -0.224
N 1.756 2.424 -1.011
H -3.339 -3.481 2.263
H -3.725 -1.088 2.740
H -2.829 0.640 1.203
H -1.083 -2.435 -1.232
H -2.033 -4.162 0.274
H -3.737 -0.842 -2.034
H -4.618 -0.180 -4.243
H -3.441 1.448 -5.663
H -1.314 2.477 -4.885
H 2.393 4.401 -3.660
H 4.347 5.018 -2.200
H 4.566 3.930 0.038
H 2.867 2.271 0.738
S -1.200 2.985 3.529
C -0.594 2.308 2.309
N -0.093 1.754 1.324
S 1.847 -0.846 -0.164
C 1.790 -1.522 1.482
N 0.664 -1.931 2.021
C 0.632 -2.620 3.329
C 1.949 -3.345 3.546
C 3.104 -2.376 3.376
N 2.943 -1.647 2.097
H -0.167 -1.947 1.441
H -0.209 -3.309 3.307
H 0.448 -1.880 4.109
H 2.042 -4.170 2.838
H 1.975 -3.767 4.549
H 4.060 -2.893 3.333
H 3.144 -1.647 4.186
H 3.770 -1.309 1.627
*
```

Results
HOMO (eV): -17.14
DFT total energy (eV): -56784.278
Relative energy (zero: lowest compared OMol25 entry of this formula, charge and spin) (eV): 0.000
Gap between HOMO and LUMO (eV): 5.8